No. 1
Density functional theory data (the ωB97M-V functional and the def2-TZVPD basis) for a molecular structure, C2H3ClF2S in a non-equilibrium geometry.

## Properties
2S+1: 1
ΔE to the lowest compared entry with this formula, charge and spin in kJ/mol: 109.5
Gap between HOMO and LUMO in eV: 9.18

Last column: Mulliken charge in e.
Geometry (Å):
C: 0.4423 0.4466 0.8384  -0.787
C: 0.2843 0.2147 -0.6016  0.470
F: 0.5470 1.1797 -1.4097  -0.207
F: 0.8663 -0.9195 -1.0916  -0.231
S: -1.9114 -0.2933 -0.8081  -0.070
Cl: -1.6838 -2.2444 -0.5076  -0.127
H: 1.4232 0.3093 1.0727  0.353
H: -0.1657 -0.2583 1.4596  0.307
H: 0.1979 1.5652 1.0478  0.292

Atomic forces in eV per Å
C -2.66 1.91 0.73
C -3.17 -3.23 -0.62
F 0.29 1.27 -0.68
F -0.21 1.06 0.74
S 2.22 1.32 -0.17
Cl -0.01 -0.65 0.17
H 3.04 -0.36 0.80
H 0.40 0.80 -0.73
H 0.11 -2.10 -0.24

No. 2
Density functional theory data (the ωB97M-V functional and the def2-TZVPD basis) for 2 unconnected molecules or ions with the total composition C2H3ClFI in a non-equilibrium geometry.

## Properties
2S+1: 1
ΔE to the lowest compared entry with this formula, charge and spin in kJ/mol: 357.8
Gap between HOMO and LUMO (alpha / beta) in eV: 9.52 / 8.37

Last column: Mulliken charge in e.
Geometry (Å):
C: 0.4585 -0.5580 0.4589  -0.865
C: -0.4979 0.4644 -0.0284  0.284
F: -1.6494 -0.0015 -0.5223  -0.177
Cl: -0.7243 1.8311 0.9894  -0.124
I: 0.6077 -2.2370 -0.8685  0.080
H: 1.4541 -0.1388 0.5777  0.377
H: 0.1104 -0.9573 1.4175  0.370
H: 0.2409 1.5972 -2.0242  0.054

Atomic forces in eV per Å
C 0.01 -0.33 -0.01
C -0.06 0.48 -1.05
F 0.19 0.08 0.28
Cl 0.00 -0.03 0.08
I 0.04 0.26 0.15
H -0.11 0.02 -0.02
H 0.08 -0.01 -0.09
H -0.15 -0.47 0.67

No. 3
Density functional theory data (the ωB97M-V functional and the def2-TZVPD basis) for 2 unconnected molecules or ions with the total composition C2H3ClFNOS in a non-equilibrium geometry.

## Properties
2S+1: 1
ΔE to the lowest compared entry with this formula, charge and spin in kJ/mol: 160.2
SMILES: C=NC(=O)F.SCl
Gap between HOMO and LUMO in eV: 9.19

Last column: Mulliken charge in e.
Geometry (Å):
C: 0.5827 1.0659 -0.3457  -0.194
N: 0.7764 0.0280 -1.0247  -0.284
C: 1.3298 -1.1606 -0.9570  0.575
O: 0.8410 -2.2132 -0.7413  -0.413
F: 2.6586 -1.1391 -1.3919  -0.238
H: 0.0532 1.8073 -0.7530  0.282
H: 0.8570 1.3548 0.5885  0.284
S: -1.9204 -2.4986 1.3726  -0.087
Cl: -0.5172 -2.1410 2.8694  -0.147
H: -1.0261 -2.7662 0.4192  0.223

Atomic forces in eV per Å
C 0.77 -2.88 -1.32
N -0.61 1.78 -0.16
C 2.27 -1.36 -0.24
O -0.55 -0.48 0.37
F -1.16 0.48 0.40
H -2.23 2.74 -2.20
H 1.48 -0.33 3.18
S 0.31 0.18 0.75
Cl -0.52 -0.12 -0.64
H 0.24 0.00 -0.14

No. 4
Density functional theory data (the ωB97M-V functional and the def2-TZVPD basis) for 2 unconnected molecules or ions with the total composition C2H3ClN in a non-equilibrium geometry.

## Properties
2S+1: 1
ΔE to the lowest compared entry with this formula, charge and spin in kJ/mol: 497.5
Net charge: +1
Gap between HOMO and LUMO (alpha / beta) in eV: 8.08 / 8.01

Last column: Mulliken charge in e.
Geometry (Å):
C: 0.1618 0.2024 0.2362  -0.608
C: -0.4527 0.9204 0.9580  0.595
N: 0.4142 -0.6218 -0.8354  -0.253
Cl: -1.4485 2.1563 2.9742  0.123
H: -0.3156 -1.2063 -1.0369  0.333
H: 1.0110 -1.3861 -0.5296  0.377
H: 0.6298 -0.0649 -1.7665  0.432

Atomic forces in eV per Å
C -0.72 0.55 0.15
C -1.43 2.12 3.49
N 2.51 1.53 -1.71
Cl 1.31 -1.57 -2.65
H -3.75 -1.37 -0.92
H 1.83 0.28 -0.48
H 0.26 -1.54 2.12

No. 5
Density functional theory data (the ωB97M-V functional and the def2-TZVPD basis) for 2 unconnected molecules or ions with the total composition C2H3ClN in a non-equilibrium geometry.

## Properties
2S+1: 1
ΔE to the lowest compared entry with this formula, charge and spin in kJ/mol: 538.6
Net charge: +1
Gap between HOMO and LUMO (alpha / beta) in eV: 7.74 / 4.56

Last column: Mulliken charge in e.
Geometry (Å):
C: 0.3714 0.3458 0.8113  0.106
C: -0.7768 0.0524 -2.1796  -0.032
N: 0.9012 -0.2508 1.7763  -0.111
Cl: -2.2362 0.3282 -2.7914  0.139
H: -0.1475 0.9395 -1.9039  0.267
H: 0.9337 -1.2354 1.5209  0.307
H: 0.9541 -0.1797 2.7664  0.325

Atomic forces in eV per Å
C -0.06 0.83 0.01
C 0.87 0.28 1.07
N -0.80 -1.13 -1.53
Cl 0.01 0.14 -0.08
H -0.68 -0.29 -0.59
H 0.47 -0.94 -0.19
H 0.19 1.12 1.32

No. 6
Density functional theory data (the ωB97M-V functional and the def2-TZVPD basis) for C2H3ClN2 in the gas phase in a non-equilibrium geometry.

## Properties
2S+1: 1
ΔE to the lowest compared entry with this formula, charge and spin in kJ/mol: 433.8
Gap between HOMO and LUMO in eV: 8.80

Last column: Mulliken charge in e.
Geometry (Å):
C: -1.4723 0.4883 -0.0130  0.198
C: -0.0995 0.3258 0.3546  -0.837
N: -2.5403 0.0404 -0.1418  0.511
N: -3.5640 -0.2224 -0.7157  -0.557
Cl: -4.9826 -0.1339 0.2831  -0.122
H: 0.3884 1.1902 0.9141  0.268
H: 0.6488 0.1370 -0.4706  0.274
H: -0.1951 -0.5162 0.9339  0.266

Atomic forces in eV per Å
C 0.55 1.54 -0.42
C 2.26 1.87 -0.53
N 1.96 1.05 0.72
N -3.38 -1.30 -1.94
Cl 0.00 -0.05 0.39
H -1.10 -1.00 -0.54
H -1.34 0.03 0.46
H 1.06 -2.14 1.87

No. 7
Density functional theory data (the ωB97M-V functional and the def2-TZVPD basis) for C2H3ClN2 in the gas phase in a non-equilibrium geometry.

## Properties
2S+1: 1
ΔE to the lowest compared entry with this formula, charge and spin in kJ/mol: 173.0
SMILES: N#C[C@H](N)Cl
Gap between HOMO and LUMO in eV: 11.47

Last column: Mulliken charge in e.
Geometry (Å):
N: 1.6555 -1.7075 0.8861  -0.299
C: 0.9319 -0.8622 0.6886  0.045
C: 0.0633 0.3099 0.4716  0.303
N: -1.1681 0.0321 -0.6967  -0.635
Cl: 1.0527 1.6679 0.1108  -0.143
H: -0.4843 0.4922 1.3224  0.196
H: -1.1601 0.7928 -1.4165  0.256
H: -0.8909 -0.7252 -1.3663  0.277

Atomic forces in eV per Å
N 1.34 -1.75 0.37
C -1.90 1.92 -0.73
C -1.55 -2.01 -4.14
N 2.47 0.17 0.24
Cl 0.48 0.99 -0.35
H -1.26 0.48 1.80
H 0.24 0.00 1.43
H 0.17 0.21 1.38

No. 8
Density functional theory data (the ωB97M-V functional and the def2-TZVPD basis) for 2 unconnected molecules or ions with the total composition C2H3ClN2 in a non-equilibrium geometry.

## Properties
2S+1: 1
ΔE to the lowest compared entry with this formula, charge and spin in kJ/mol: 404.3
Gap between HOMO and LUMO in eV: 10.01

Last column: Mulliken charge in e.
Geometry (Å):
C: -1.4704 0.8762 -0.0887  0.049
C: -0.0060 -0.7014 -0.4208  -0.306
N: -2.0934 1.8336 0.2167  -0.379
N: 1.0762 -0.4081 0.4695  -0.269
Cl: 2.0865 0.8876 -0.0454  -0.025
H: -0.5397 -1.5518 0.0269  0.296
H: 0.3226 -0.6853 -1.4651  0.309
H: 0.6243 -0.2508 1.3069  0.326

Atomic forces in eV per Å
C 0.46 0.40 -0.01
C 0.51 1.62 1.90
N 1.63 -2.65 -0.79
N -0.93 -0.67 -3.76
Cl -0.38 -0.23 0.40
H -0.21 0.54 -0.75
H -0.87 0.13 0.27
H -0.22 0.88 2.74